Record 1
C20H27N3O5S | ωB97M-V/def2-TZVPD

The strongest force on any atom is 1.4 eV Å⁻¹. As for the energy relative to the best compared isomer or geometry (same formula, charge and spin): 436.37 kJ/mol. Its LUMO energy is 0.6 eV. For the total energy, the calculation gives -1716.93362 hartree. The SMILES is CCOc1ccc(N(CC(=O)NC2CCCC2)S(=O)(=O)c2c(C)noc2C)cc1. The calculation puts the gap between HOMO and LUMO at 8.94 eV.

Geometry as XYZ:
```
56
Properties=species:S:1:pos:R:3:forces:R:3
C -4.5544 -2.5344 -0.0368 0.3557 -0.2107 -0.0692
C -3.6115 -3.6026 -0.5832 -0.4447 0.0731 -0.0715
O -2.3214 -3.5348 -0.0079 0.2986 0.0470 0.1102
C -1.4781 -2.5286 -0.3638 0.1888 0.1291 0.0060
C -0.3046 -2.4257 0.3838 -0.1559 -0.0279 -0.0890
C 0.6276 -1.4466 0.1169 -0.2353 -0.1453 -0.0165
C 0.4201 -0.5215 -0.9048 -0.4353 -0.7320 0.1281
C -0.7368 -0.6422 -1.6692 0.3856 0.1678 0.0450
C -1.6717 -1.6286 -1.4047 -0.2029 -0.3106 0.1123
H -2.5510 -1.6715 -2.0276 -0.1019 -0.0170 -0.0254
H -0.9382 0.0369 -2.4803 -0.0312 0.1033 -0.1164
N 1.3708 0.4867 -1.1542 0.8503 0.6036 0.5855
S 2.4007 0.9495 0.0941 0.7227 -0.3325 -0.2213
O 1.6931 1.0113 1.3442 0.0258 -0.3027 -0.0881
O 3.0763 2.1345 -0.3406 -0.0495 0.0394 -0.2336
C 3.6053 -0.3381 0.1314 0.0061 0.1293 -0.4521
C 4.3694 -0.6957 -0.9508 -0.4685 0.2765 0.3686
O 5.2229 -1.6483 -0.5742 -0.2657 0.5789 -0.9244
N 5.0486 -1.9223 0.7433 -0.0754 -0.3478 1.3429
C 4.0937 -1.1542 1.1936 0.0251 0.0985 -0.4889
C 3.6307 -1.1779 2.6010 0.0649 -0.1438 0.1908
H 3.1737 -2.1405 2.8248 -0.0658 -0.0193 0.0516
H 4.4787 -1.0506 3.2698 0.0020 0.0279 0.0750
H 2.9069 -0.3839 2.7637 0.0262 -0.0573 0.1058
C 4.3648 -0.2031 -2.3436 0.1682 -0.1690 -0.0224
H 3.4941 -0.5874 -2.8737 -0.0418 -0.0295 -0.0415
H 5.2666 -0.5322 -2.8529 0.0247 0.0361 -0.0711
H 4.3095 0.8835 -2.3374 0.0386 0.0361 -0.0560
C 1.0383 1.5363 -2.0939 -0.0568 0.4193 -0.3443
H 0.9525 1.1316 -3.1061 -0.0740 0.0352 0.1419
C -0.2554 2.2907 -1.7412 0.3582 -0.2009 0.0363
O -0.9831 2.7410 -2.6029 -0.1375 0.0348 -0.3008
N -0.4727 2.4020 -0.4242 0.0322 0.0967 0.4115
H 0.1652 1.9821 0.2356 -0.0451 -0.0161 -0.0705
C -1.7044 2.9143 0.1396 -0.4015 0.2563 -0.1982
C -2.6847 1.7703 0.4246 0.0449 0.0559 -0.1021
H -2.7269 1.0634 -0.4025 -0.0830 0.0106 -0.0654
H -3.6809 2.1867 0.5765 -0.0648 0.0303 -0.0193
C -2.1574 1.1346 1.7162 -0.0793 -0.0932 0.0175
H -2.9754 0.7710 2.3370 0.0230 -0.0949 0.0026
H -1.5158 0.2842 1.4830 -0.0085 -0.0851 0.0071
C -1.3447 2.2352 2.4286 0.0189 0.0164 0.1602
H -1.7322 2.4421 3.4251 0.0787 -0.0086 0.0494
H -0.3064 1.9214 2.5349 -0.0078 0.0234 0.0980
C -1.4357 3.4780 1.5315 0.0519 0.0004 -0.0553
H -0.5269 4.0766 1.5597 -0.0061 0.1221 -0.0053
H -2.2745 4.1077 1.8294 -0.0113 0.0283 -0.0220
H -2.1076 3.6427 -0.5682 0.0548 -0.0598 0.1274
H 1.8645 2.2497 -2.0727 -0.1809 -0.0147 -0.2155
H 1.5099 -1.3911 0.7278 -0.0245 -0.1597 0.1080
H -0.1432 -3.1306 1.1835 0.0279 -0.0875 0.1121
H -3.5527 -3.5501 -1.6773 0.0330 -0.0637 0.0891
H -3.9754 -4.5961 -0.3074 0.0445 0.1233 -0.1298
H -4.1911 -1.5369 -0.2717 -0.0339 0.1123 -0.0171
H -4.6267 -2.6261 1.0439 -0.0385 -0.0005 0.0948
H -5.5426 -2.6619 -0.4697 -0.1240 0.0181 -0.0449
```
Forces are in eV/Å.

Atomic partial charges in e from the Löwdin method, atoms 1 to 4: -0.06 -0.24 -0.05 -0.27

Record 2
C4H10AgO2 | ωB97M-V/def2-TZVPD

The strongest force on any atom is 3.1 eV Å⁻¹. As for the energy relative to the best compared isomer or geometry (same formula, charge and spin): 109.56 kJ/mol. The expectation value of S² is 0.76. Its spin multiplicity is 2. Its LUMO energy (spin up / spin down) is 0.6 / 0.3 eV. For the total energy, the calculation gives -455.62602 hartree. The calculation puts the gap between HOMO and LUMO (spin up / spin down) at 5.56 / 9.06 eV.

Geometry as XYZ:
```
17
Properties=species:S:1:pos:R:3:forces:R:3
C -1.4206 1.0323 -1.3779 -0.7480 -0.1614 0.1806
O -0.3952 1.6646 -0.5426 -1.3775 0.3615 -0.3906
C -0.3641 1.2893 0.8159 -0.0541 -0.1382 0.1809
C -0.0334 -0.1805 1.0127 0.1249 -0.3329 0.0415
O 1.0474 -0.4999 0.1448 0.1716 -0.4914 1.5345
C 1.6073 -1.7844 0.3662 0.0912 -0.2122 0.1510
H -1.9560 1.8465 -1.8877 0.4179 -0.4250 -0.1118
H -2.1255 0.4688 -0.7462 0.2994 0.0540 -0.2537
H -1.3344 1.5062 1.2914 0.2578 0.0216 0.0041
H 0.4313 1.8994 1.2648 -0.2858 -0.0759 -0.0988
H -0.8882 -0.8357 0.7825 0.1336 0.1240 -0.0063
H 0.2575 -0.3561 2.0594 -0.0806 0.0600 -0.1390
H 2.1707 -1.7866 1.3100 -0.1592 -0.0794 -0.1109
H 0.8141 -2.5465 0.3987 0.2207 0.1101 -0.0282
H 2.2953 -1.9990 -0.4593 -0.2565 0.1040 0.1784
H -0.9807 -0.0923 -2.6029 0.5050 1.7360 1.8178
Ag 0.8744 0.3739 -1.8299 0.7395 -0.6550 -2.9495
```
Forces are in eV/Å.

Atomic partial charges in e from the Löwdin method, atoms 1 to 4: -0.21 -0.34 -0.21 -0.21

Record 3
C22H30BaN3Si2 | ωB97M-V/def2-TZVPD

The strongest force on any atom is 1.7 eV Å⁻¹. As for the net charge: +1. Its LUMO energy is -3.7 eV. For the total energy, the calculation gives -1624.98474 hartree. The calculation puts the gap between HOMO and LUMO at 5.47 eV.

Geometry as XYZ:
```
58
Properties=species:S:1:pos:R:3:forces:R:3
Ba 0.1138 0.3464 -0.0065 -0.0641 -1.7384 -0.0072
C -4.5911 1.3117 0.0006 -0.0210 -0.0202 -0.0004
C -4.7350 2.6865 0.0008 -0.0376 0.0529 -0.0004
C -3.6075 3.4952 0.0009 -0.1069 0.0650 0.0014
C -2.3517 2.9105 0.0010 0.2745 -0.0575 -0.0004
N -2.2165 1.5727 0.0006 -0.4478 0.3808 0.0013
C -3.3076 0.7976 0.0005 0.1801 0.1989 0.0020
C -1.0833 3.7329 0.0011 0.0209 -0.3040 -0.0009
C -1.1257 5.1190 0.0002 -0.0596 0.0975 0.0001
C 0.0622 5.8242 0.0002 0.0095 0.0588 0.0000
C 1.2640 5.1415 0.0008 0.0238 0.1052 0.0003
C 1.2460 3.7556 0.0015 -0.0049 -0.2966 -0.0025
N 0.0877 3.0719 0.0017 -0.0204 0.5279 0.0016
C 2.5303 2.9601 0.0020 -0.2409 -0.0690 0.0011
C 3.7747 3.5719 0.0016 0.0814 0.0699 0.0020
C 4.9198 2.7899 0.0021 0.0438 0.0448 -0.0005
C 4.8072 1.4117 0.0027 0.0343 -0.0052 -0.0004
C 3.5350 0.8735 0.0028 -0.1678 0.1639 0.0014
N 2.4257 1.6199 0.0024 0.5389 0.3846 0.0024
H -5.4444 0.6487 0.0005 0.0056 0.0157 0.0000
H -5.7198 3.1349 0.0008 0.0180 -0.0005 -0.0001
H -3.7294 4.5675 0.0010 0.0011 -0.0189 0.0003
H -3.1388 -0.2751 0.0003 0.0334 0.0106 -0.0003
H -2.0630 5.6530 -0.0003 0.0145 0.0003 0.0000
H 0.0524 6.9061 -0.0004 -0.0031 -0.0166 -0.0001
H 2.1909 5.6931 0.0007 -0.0175 0.0016 0.0002
H 3.8736 4.6465 0.0011 -0.0039 -0.0202 0.0001
H 5.8945 3.2600 0.0020 -0.0191 0.0024 -0.0002
H 5.6752 0.7680 0.0031 -0.0098 0.0147 -0.0002
H 3.3984 -0.2049 0.0033 -0.0323 0.0144 -0.0003
C 1.2391 -4.2192 -1.7096 0.1693 -0.0634 -0.0161
Si -0.1923 -3.0206 -1.6200 0.0825 0.0799 -0.1886
C -1.6696 -3.7881 -2.4709 -0.1143 -0.0401 -0.1831
C 0.3410 -1.5674 -2.7513 0.0301 0.0969 -0.0930
C -0.5964 -2.3545 -0.0012 -0.4337 0.1261 -0.0015
Si -0.1895 -3.0175 1.6181 0.0829 0.0804 0.1915
C 0.3309 -1.5601 2.7496 0.0285 0.0975 0.0929
C -1.6606 -3.7986 2.4672 -0.1129 -0.0419 0.1832
C 1.2528 -4.2031 1.7087 0.1696 -0.0640 0.0146
H 1.4690 -4.4349 -2.7575 0.0148 -0.0110 0.0520
H 1.0075 -5.1663 -1.2178 0.0011 0.0323 -0.0179
H 2.1460 -3.8212 -1.2446 -0.0271 -0.0281 -0.0261
H -1.4211 -4.1676 -3.4668 -0.0384 0.0176 0.0452
H -2.4748 -3.0550 -2.5864 0.0085 -0.0489 0.0035
H -2.0638 -4.6193 -1.8799 0.0245 0.0315 -0.0259
H 0.5309 -1.8911 -3.7787 0.0063 0.0701 0.0320
H 1.2763 -1.0963 -2.4059 -0.0168 -0.0325 -0.0336
H -0.4383 -0.7913 -2.8151 0.0164 -0.0294 -0.0219
H -1.6975 -2.2167 -0.0003 0.0957 0.0613 0.0005
H -0.4529 -0.7884 2.8088 0.0162 -0.0282 0.0214
H 1.2649 -1.0843 2.4071 -0.0170 -0.0326 0.0338
H 0.5186 -1.8813 3.7783 0.0066 0.0703 -0.0326
H -2.4723 -3.0728 2.5829 0.0095 -0.0489 -0.0037
H -1.4094 -4.1770 3.4629 -0.0388 0.0173 -0.0452
H -2.0470 -4.6325 1.8751 0.0242 0.0316 0.0263
H 2.1564 -3.7969 1.2445 -0.0272 -0.0275 0.0259
H 1.0305 -5.1524 1.2168 0.0015 0.0315 0.0180
H 1.4838 -4.4165 2.7568 0.0148 -0.0108 -0.0519
```
Forces are in eV/Å.

Atomic partial charges in e from the Löwdin method, atoms 1 to 4: 1.91 -0.02 -0.02 0.01

Record 4
C4H9NO | ωB97M-V/def2-TZVPD

The strongest force on any atom is 3.3 eV Å⁻¹. As for the energy relative to the best compared isomer or geometry (same formula, charge and spin): 184.41 kJ/mol. Its LUMO energy is 0.9 eV. For the total energy, the calculation gives -287.76221 hartree. The SMILES is CC(=O)N(C)C. The calculation puts the gap between HOMO and LUMO at 10.02 eV.

Geometry as XYZ:
```
15
Properties=species:S:1:pos:R:3:forces:R:3
C 1.7261 0.8036 0.1161 2.6581 -1.9646 0.2518
C 0.1887 0.6408 0.2212 2.3772 0.8018 -0.7848
N -0.4071 -0.4456 -0.3051 -1.1933 0.3729 0.8248
C 0.1999 -1.2711 -1.3087 -0.2048 -1.9177 0.3241
C -1.4883 -0.9011 0.5691 -0.4952 0.4900 1.0814
O -0.4153 1.5419 0.7516 -0.4789 0.1773 0.7974
H 2.4554 0.3235 0.9959 -2.4987 0.7613 -2.0278
H 1.8713 1.8411 0.2588 0.2974 1.1195 -0.0634
H 2.2833 0.4869 -0.8529 -1.3286 0.4376 1.4719
H 0.7739 -0.7477 -2.0960 -1.0150 0.0474 0.2395
H 0.9582 -1.8527 -0.7872 0.2502 -0.6741 -0.2431
H -0.5998 -2.0070 -1.6843 1.3477 1.3054 0.1577
H -2.4917 -0.5856 0.2857 -0.0888 -0.6220 -0.7388
H -1.4424 -0.3635 1.5392 0.5367 -0.1563 -0.5859
H -1.3938 -1.9440 0.8777 -0.1640 -0.1783 -0.7047
```
Forces are in eV/Å.

Atomic partial charges in e from the Löwdin method, atoms 1 to 4: -0.02 -0.55 -0.17 -0.07

Record 5
C24H20N2O3S | ωB97M-V/def2-TZVPD

The strongest force on any atom is 2.5 eV Å⁻¹. As for the energy relative to the best compared isomer or geometry (same formula, charge and spin): 488.29 kJ/mol. Its LUMO energy is -2.7 eV. For the total energy, the calculation gives -1659.86412 hartree. The calculation puts the gap between HOMO and LUMO at 4.88 eV.

Geometry as XYZ:
```
50
Properties=species:S:1:pos:R:3:forces:R:3
C -4.0879 2.0700 -2.5389 -0.0840 -0.2721 -0.1138
N -3.4031 1.7214 -1.2977 -0.4138 -1.1898 0.8328
C -3.9129 0.8816 -0.3475 0.2568 1.1590 0.0486
C -3.0684 0.8656 0.7961 -0.1344 0.0870 -0.4210
C -3.2573 0.2497 2.0545 -0.0902 -1.0187 -0.8316
C -2.2919 -0.5451 2.7230 0.5785 -0.1238 0.5665
C -0.9690 -0.8072 2.2282 -0.0750 -0.4258 -0.0590
C -0.0668 -1.5336 2.9995 -0.3741 0.5587 -0.7177
C -0.4186 -1.9372 4.2976 0.1433 0.3384 -0.0898
C 0.6631 -2.2894 5.2544 0.1939 -0.4973 0.2969
C -1.7629 -1.9140 4.6985 0.0268 0.1655 -0.1605
C -2.6752 -1.2278 3.9206 -0.0631 0.2758 -0.2552
C -1.9779 1.7656 0.4785 0.2891 0.1095 -1.2738
C -1.0142 2.3340 1.2950 -0.0617 0.7530 -0.2693
C -0.4894 3.5471 0.8550 0.2526 -0.0443 0.1961
C -0.6649 4.0532 -0.4370 -0.6308 -0.6321 -0.3503
C -1.5367 3.4118 -1.3328 0.5587 0.1713 0.2169
C -2.2113 2.2930 -0.8352 -0.3753 0.2326 1.2183
H -3.5588 2.8910 -3.0194 -0.0796 -0.0577 0.1272
H -4.1081 1.2248 -3.2394 0.0428 0.1576 0.2428
H -5.1173 2.3809 -2.3191 0.3114 -0.0505 -0.0664
H -4.8196 0.3151 -0.5373 0.1654 0.1919 0.0511
H -4.2447 0.3170 2.5303 0.1715 -0.4357 -0.3697
H -0.7038 -0.4887 1.2119 -0.0170 0.0435 0.5988
H 0.9398 -1.7658 2.6155 -0.5580 0.3690 0.2743
H 0.2373 -2.5670 6.2173 0.1322 0.0445 0.0655
H 1.2731 -3.1247 4.9029 -0.0338 -0.0150 -0.0915
H 1.3538 -1.4456 5.3924 -0.3236 -0.0790 -0.0516
H -2.0331 -2.4106 5.6383 -0.0483 0.3933 -0.4211
H -3.7308 -1.1999 4.1690 0.1014 0.0956 0.3099
H -0.7109 1.9149 2.2564 -0.2003 0.4595 -0.2100
H 0.0860 4.1248 1.5626 -0.0613 -0.2150 -0.2677
H -0.0889 4.9419 -0.6959 -0.3712 -0.2270 -0.1773
H -1.6843 3.7655 -2.3574 0.0145 -0.0222 0.4413
C 5.0760 5.5320 3.6304 -0.3724 -0.1083 0.4098
C 4.2508 4.7889 2.7863 -0.2065 -0.3794 -0.1929
C 3.0529 4.2547 3.2542 0.8687 0.5425 0.0006
C 2.6472 4.4842 4.5453 0.6242 0.3939 0.9367
C 3.4375 5.2228 5.4260 0.3345 -0.0121 -0.3079
C 4.6690 5.7420 4.9674 -0.4487 -0.2862 -0.3636
S 1.0422 3.7295 4.8065 1.6333 0.4873 -1.7978
O 1.1705 2.6005 5.7009 -0.3678 0.1027 -0.0883
O 0.1291 4.7903 5.1635 -0.2759 -0.5122 -0.0345
N 0.9260 3.2726 3.2371 0.2915 -0.5796 0.2061
C 2.0610 3.4671 2.4672 -1.0563 -0.2898 0.5110
O 2.2289 3.1205 1.2845 -0.1599 0.3019 1.3788
H 6.0253 5.9374 3.2603 -0.4380 -0.1506 0.2256
H 4.4647 4.5533 1.7469 0.3410 0.2578 0.1110
H 3.0861 5.3715 6.4453 0.2213 0.0970 -0.1563
H 5.3097 6.3178 5.6368 -0.2321 -0.1646 -0.1283
```
Forces are in eV/Å.

Atomic partial charges in e from the Löwdin method, atoms 1 to 4: 0.00 -0.08 0.04 -0.14

Record 6
C4H11N2 | ωB97M-V/def2-TZVPD

The strongest force on any atom is 1.6 eV Å⁻¹. As for the energy relative to the best compared isomer or geometry (same formula, charge and spin): 190.10 kJ/mol. As for the net charge: +1. Its LUMO energy is -3.0 eV. For the total energy, the calculation gives -268.23249 hartree. The calculation puts the gap between HOMO and LUMO at 11.21 eV.

Geometry as XYZ:
```
17
Properties=species:S:1:pos:R:3:forces:R:3
C -0.5216 -1.8676 1.2213 0.5715 0.9185 0.9417
C 0.1165 -1.1374 0.0951 -0.2604 0.2654 -1.5868
C -0.1023 -1.3282 -1.2011 -0.7523 -0.5291 0.6461
N 1.1725 -0.1582 0.4641 -0.3956 -0.6166 0.1612
H -1.4352 -2.3958 0.9459 0.3071 0.0499 0.0065
H 0.2552 -2.5346 1.6117 -0.3496 -0.4004 -0.0225
H -0.7092 -1.1733 2.0661 -0.3189 -0.3030 -0.4087
H 0.4962 -0.9554 -2.0201 -0.0579 0.3315 0.0794
H -0.9653 -1.9567 -1.4335 0.5115 0.0189 -0.2195
H 1.2298 -0.1831 1.4909 0.8457 0.2173 -0.5017
H 0.9389 0.8327 0.1467 -0.7334 0.3380 0.3498
H 2.0143 -0.3897 -0.0565 0.5314 -0.2286 0.6655
C -0.7578 2.5350 -0.9526 0.5461 -1.0868 0.4110
N 0.2095 2.3650 -0.1401 -0.7016 0.0914 0.0493
H -1.1971 1.6396 -1.4012 0.2019 0.2973 -0.2598
H -1.1771 3.4866 -1.2055 -0.3228 0.5678 0.0675
H 0.4327 3.2210 0.3688 0.3773 0.0684 -0.3788
```
Forces are in eV/Å.

Atomic partial charges in e from the Löwdin method, atoms 1 to 4: -0.03 -0.37 0.09 0.20